# C5H8O2

The molecule C5H8O2 in a non-equilibrium geometry (wB97M-V/def2-TZVPD, OMol25).

The HOMO energy comes out at -9.68 eV. As for the orbital gap: 10.370 eV. Its energy relative to the best compared isomer or geometry (same formula, charge and spin) is 1.157 eV. As for the spin multiplicity: 1.

```
15
C5H8O2 wB97M-V/def2-TZVPD
O -0.384 -1.740 -1.471
C 0.329 -1.702 -0.506
C -0.116 -1.177 0.824
C 0.280 0.301 0.998
C -0.410 1.291 0.055
C -0.054 1.209 -1.418
O -0.860 1.291 -2.296
H 1.379 -2.046 -0.615
H -1.203 -1.262 0.880
H 0.275 -1.765 1.665
H -0.119 0.648 1.955
H 1.361 0.397 1.017
H -1.482 1.161 0.144
H -0.034 2.262 0.362
H 1.038 1.133 -1.594
```

# C5H8O2

The molecule C5H8O2 (wB97M-V/def2-TZVPD, OMol25).

The HOMO energy comes out at -10.30 eV. As for the orbital gap: 11.290 eV. Its energy relative to the best compared isomer or geometry (same formula, charge and spin) is 1.043 eV. As for the spin multiplicity: 1.

```
15
C5H8O2 wB97M-V/def2-TZVPD
C -0.354 1.558 -0.257
C -0.121 0.149 0.219
C -0.803 -1.018 -0.414
C -1.158 -0.596 0.993
O 1.188 -0.155 0.697
C 2.130 -0.436 -0.217
O 2.161 -0.070 -1.361
H 0.277 1.782 -1.119
H -0.145 2.279 0.539
H -1.402 1.675 -0.554
H -1.505 -0.815 -1.215
H -0.223 -1.928 -0.538
H -2.116 -0.113 1.163
H -0.802 -1.216 1.810
H 2.873 -1.096 0.254
```

# C5H8O2

C5H8O2 as an isolated structure in a non-equilibrium geometry (wB97M-V/def2-TZVPD, OMol25).

The HOMO energy comes out at -9.32 eV. As for the orbital gap: 9.970 eV. Its energy relative to the best compared isomer or geometry (same formula, charge and spin) is 6.607 eV. As for the spin multiplicity: 1.

```
15
C5H8O2 wB97M-V/def2-TZVPD
C 1.637 -0.625 0.347
C 0.552 0.362 0.423
C -0.136 1.416 -0.456
O -0.843 0.882 -1.571
C -1.461 0.832 -0.257
C -0.759 -0.475 0.377
O -0.875 -1.491 -0.548
H 2.592 -0.393 0.818
H 1.714 -1.164 -0.600
H 0.948 -1.514 1.219
H 0.601 0.860 1.405
H 0.162 2.456 -0.511
H -2.447 1.283 -0.184
H -0.248 -1.374 1.425
H -1.093 -1.107 -1.414
```

# C5H8O2

The molecule C5H8O2 in a non-equilibrium geometry (wB97M-V/def2-TZVPD, OMol25).

The HOMO energy comes out at -9.93 eV. As for the orbital gap: 10.843 eV. Its energy relative to the best compared isomer or geometry (same formula, charge and spin) is 3.294 eV. As for the spin multiplicity: 1.

```
15
C5H8O2 wB97M-V/def2-TZVPD
O -2.487 0.831 0.265
C -2.115 -0.477 0.628
C -0.859 -0.927 -0.107
O 0.191 -0.044 0.249
C 1.227 0.071 -0.699
C 2.218 1.038 -0.256
C 3.194 1.546 0.229
H -1.739 1.400 0.491
H -2.952 -1.129 0.354
H -1.970 -0.569 1.717
H -1.039 -0.885 -1.192
H -0.599 -1.960 0.165
H 0.818 0.201 -1.708
H 1.945 -0.770 -0.762
H 4.168 1.675 0.626
```

# C5H8O2

The molecule C5H8O2 in a non-equilibrium geometry (wB97M-V/def2-TZVPD, OMol25).

The HOMO energy comes out at -8.51 eV. As for the orbital gap: 9.502 eV. Its energy relative to the best compared isomer or geometry (same formula, charge and spin) is 6.725 eV. As for the spin multiplicity: 1.

```
15
C5H8O2 wB97M-V/def2-TZVPD
C -0.346 0.374 1.544
C 0.710 -0.637 1.180
C 0.476 0.168 -0.903
C -0.274 0.376 -2.074
C -0.973 -0.081 -0.744
H 0.247 1.258 1.818
H -0.991 -0.054 2.416
H 0.392 -1.688 1.325
H 1.517 -0.711 1.826
H 0.751 1.261 -0.379
H -0.223 1.546 -2.397
H -0.210 -0.470 -2.707
H -1.127 -1.265 -0.892
O 1.266 -0.883 -0.320
O -1.215 0.808 0.309
```

# C5H8O2

C5H8O2 as an isolated structure (wB97M-V/def2-TZVPD, OMol25).

The HOMO energy (alpha / beta) comes out at -8.04 / -8.04 eV. As for the orbital gap (alpha / beta): 7.896 / 7.896 eV. Its energy relative to the best compared isomer or geometry (same formula, charge and spin) is 5.903 eV. As for the spin multiplicity: 1.

```
15
C5H8O2 wB97M-V/def2-TZVPD
O -1.533 0.375 1.657
C -0.719 0.132 0.693
C -1.078 0.356 -0.757
C 0.374 0.473 -1.252
C 1.091 -0.721 -0.599
C 0.791 0.146 0.630
O 0.935 1.334 -0.222
H -1.025 -0.370 2.278
H -0.323 -1.421 1.899
H -1.661 -0.479 -1.159
H -1.648 1.283 -0.871
H 0.560 0.812 -2.271
H 0.645 -1.717 -0.650
H 2.158 -0.730 -0.823
H 1.351 0.157 1.560
```

# C5H8O2

The molecule C5H8O2 (wB97M-V/def2-TZVPD, OMol25).

The HOMO energy (alpha / beta) comes out at -8.72 / -8.72 eV. As for the orbital gap (alpha / beta): 8.123 / 8.124 eV. Its energy relative to the best compared isomer or geometry (same formula, charge and spin) is 4.773 eV. As for the spin multiplicity: 1.

```
15
C5H8O2 wB97M-V/def2-TZVPD
O 2.565 0.088 0.392
C 1.463 -0.597 -0.169
C 0.164 -0.121 0.445
C -0.524 1.128 -0.055
C -1.824 0.391 -0.187
C -1.396 -0.953 0.003
O -1.854 -2.029 0.381
H 2.494 1.019 0.145
H 1.621 -1.658 0.042
H 1.430 -0.474 -1.265
H 0.174 -0.212 1.532
H -0.618 1.874 0.745
H -0.115 1.621 -0.945
H -0.751 -0.881 -0.976
H -2.829 0.806 -0.087
```

# C5H8O2

The molecule C5H8O2 (wB97M-V/def2-TZVPD, OMol25).

The HOMO energy comes out at -9.76 eV. As for the orbital gap: 10.638 eV. Its energy relative to the best compared isomer or geometry (same formula, charge and spin) is 1.949 eV. As for the spin multiplicity: 1.

```
15
C5H8O2 wB97M-V/def2-TZVPD
C -0.940 1.392 1.007
C 0.118 0.458 0.474
C 1.422 0.715 0.490
C -0.396 -0.842 -0.069
O -0.678 -1.702 0.976
C -0.103 -1.333 -1.416
O -1.371 -0.744 -1.085
H -1.268 2.091 0.232
H -0.562 1.978 1.849
H -1.821 0.837 1.341
H 1.815 1.636 0.918
H 2.146 0.013 0.084
H -0.971 -2.545 0.604
H 0.521 -0.758 -2.098
H -0.143 -2.405 -1.617
```

# C5H8O2

The molecule C5H8O2 in a non-equilibrium geometry (wB97M-V/def2-TZVPD, OMol25).

The HOMO energy comes out at -9.07 eV. As for the orbital gap: 9.533 eV. Its energy relative to the best compared isomer or geometry (same formula, charge and spin) is 2.985 eV. As for the spin multiplicity: 1.

```
15
C5H8O2 wB97M-V/def2-TZVPD
O 1.801 -0.685 -0.927
C 1.116 -0.326 0.243
C 0.646 1.157 0.181
C -0.815 1.234 -0.152
C -1.718 0.276 0.082
C -0.044 -1.323 0.368
O -0.409 -1.973 -0.596
H 1.209 -1.321 -1.370
H 1.765 -0.461 1.123
H 0.974 1.763 1.024
H 1.180 1.577 -0.680
H -1.108 1.988 -0.876
H -1.915 -0.307 0.959
H -2.316 -0.012 -0.769
H -0.365 -1.587 1.389
```

# C5H8O2

The molecule C5H8O2 (wB97M-V/def2-TZVPD, OMol25).

The HOMO energy comes out at -9.67 eV. As for the orbital gap: 10.085 eV. Its energy relative to the best compared isomer or geometry (same formula, charge and spin) is 1.379 eV. As for the spin multiplicity: 1.

```
15
C5H8O2 wB97M-V/def2-TZVPD
C -2.321 -0.026 -0.591
C -1.003 -0.402 0.080
C 0.247 0.323 -0.456
C 1.414 -0.003 0.488
O 1.166 -0.432 1.599
C 2.953 0.150 0.522
O 3.531 1.197 0.656
H -2.547 1.039 -0.466
H -3.143 -0.588 -0.131
H -2.327 -0.255 -1.662
H -0.847 -1.485 -0.001
H -1.070 -0.195 1.150
H 0.419 0.092 -1.518
H 0.093 1.411 -0.413
H 3.433 -0.827 0.744
```